{"formula": "C3H7ClSi", "method": "ωB97M-V with the def2-TZVPD basis set", "symbols": ["C", "C", "H", "H", "H", "H", "Cl", "H", "C", "Si", "H", "H"], "coordinates": [[-0.12, 0.20, -0.12], [-0.55, 1.28, 0.53], [-1.52, 1.52, 0.40], [0.09, 1.79, 1.27], [-0.95, -2.55, -1.37], [1.83, 0.06, -0.95], [0.87, 0.57, -3.19], [1.67, 0.21, 0.80], [1.27, -0.16, -0.04], [-1.17, -1.06, -1.04], [-2.60, -0.69, -1.54], [1.48, -1.26, 0.12]], "nbo_charge": [-0.450, -0.283, 0.191, 0.216, -0.122, 0.296, -0.724, 0.213, -0.683, 1.293, -0.151, 0.204], "lumo_ev": -2.25, "multiplicity": 1}

=====

{"formula": "C2H3CrO2", "method": "ωB97M-V with the def2-TZVPD basis set", "symbols": ["C", "O", "C", "H", "O", "H", "Cr", "H"], "coordinates": [[0.17, -0.90, -0.56], [-1.27, 1.14, 0.91], [1.09, -0.09, -0.89], [0.08, -1.95, -0.26], [-1.09, -0.30, 0.91], [-1.82, 1.33, 0.14], [0.74, 1.01, 1.01], [2.10, -0.23, -1.27]], "lowdin_spin": [0.018, 0.046, -0.060, 0.001, 0.010, 0.005, 3.983, -0.002], "charge": 1, "lumo_ev": [-6.50, -5.75], "s_squared": 6.06, "multiplicity": 5}

=====

{"formula": "C30H84O16S14", "method": "ωB97M-V with the def2-TZVPD basis set", "symbols": ["C", "H", "H", "H", "H", "C", "S", "H", "H", "H", "C", "S", "C", "C", "H", "H", "H", "O", "H", "H", "C", "H", "O", "H", "S", "S", "H", "H", "H", "S", "H", "C", "H", "H", "H", "H", "O", "H", "H", "H", "H", "C", "O", "H", "H", "O", "C", "O", "H", "H", "O", "H", "C", "S", "H", "H", "C", "O", "H", "H", "H", "H", "H", "H", "H", "H", "H", "S", "H", "O", "H", "S", "C", "H", "O", "O", "H", "C", "H", "H", "S", "H", "C", "H", "S", "H", "H", "H", "C", "C", "O", "H", "H", "O", "H", "S", "C", "H", "H", "C", "H", "H", "H", "H", "C", "H", "H", "H", "H", "C", "S", "C", "H", "H", "H", "C", "C", "S", "C", "O", "C", "H", "H", "H", "H", "S", "H", "H", "C", "H", "H", "H", "C", "H", "H", "C", "C", "C", "O", "H", "H", "H", "O", "H"], "coordinates": [[-3.83, 0.04, 5.42], [-1.80, 1.12, -1.71], [3.86, -2.04, -0.59], [-2.99, -8.14, -9.45], [0.10, -5.23, -3.15], [-1.11, -8.39, -0.51], [6.19, -0.09, -4.60], [-2.37, -4.83, 1.41], [-3.05, 0.43, -0.62], [-2.55, 9.98, 4.78], [6.65, -7.16, 1.76], [7.36, -5.54, 1.50], [0.38, -4.24, -2.83], [-5.84, 8.65, 6.42], [3.13, 3.43, -0.74], [0.71, -3.68, -3.70], [-0.90, 6.80, -0.59], [-3.55, 9.72, 7.18], [-4.61, -8.67, -8.92], [-1.49, 6.14, 0.95], [-0.98, 5.91, 0.02], [2.12, -2.02, -0.36], [5.53, -3.49, -4.28], [-0.42, 3.25, 0.67], [-2.51, -1.17, 5.28], [-0.23, -4.98, 2.45], [-0.36, 4.20, 2.20], [-0.85, -8.46, -8.02], [-1.31, -3.47, 0.97], [4.23, -3.74, -5.15], [-3.88, -1.10, -2.41], [-1.64, -4.11, 1.78], [-1.21, 0.65, 4.44], [-6.83, 10.50, 8.32], [-1.51, 5.13, -0.54], [-6.90, 8.88, 6.34], [3.68, -2.49, -5.52], [1.17, -4.29, -0.81], [-0.99, -7.58, 0.21], [-5.65, 7.88, 7.17], [-0.72, -0.92, 3.76], [-1.43, -8.63, -7.12], [1.28, 4.87, -0.88], [4.12, 2.79, -2.09], [-2.20, -0.13, 3.15], [-1.46, 7.34, 2.67], [-2.02, -9.27, -2.88], [4.51, -4.71, -6.14], [-6.07, 9.34, 2.68], [-2.67, -0.47, -3.58], [-2.11, -2.22, -0.54], [-1.34, 0.55, -0.09], [5.06, -3.02, -2.99], [-4.95, 10.14, 6.90], [-0.45, 10.67, 3.39], [-5.62, 9.41, 9.07], [3.43, 2.54, -1.29], [7.82, -5.49, 0.09], [-0.85, -9.23, -6.42], [6.13, 1.31, -6.53], [-0.97, -9.48, -3.08], [7.54, -0.87, -6.42], [-3.25, 8.36, 4.72], [2.00, -5.33, -1.92], [6.10, 1.93, 1.12], [6.18, -7.20, 2.74], [0.39, 9.55, 2.28], [6.41, -3.16, -1.81], [-2.08, -3.50, 2.57], [3.28, 1.21, 0.99], [4.87, -1.95, -3.08], [-1.15, 8.41, 3.66], [-6.33, 10.38, 2.46], [-8.08, 12.56, 1.89], [-3.10, -2.36, 4.60], [6.51, 0.17, -3.17], [7.18, 1.98, -5.25], [-5.77, 10.31, 8.49], [-3.77, -7.39, -8.01], [-0.14, -8.67, -0.90], [0.67, 5.35, 0.40], [-4.29, 0.19, 4.45], [-3.64, -8.30, -8.59], [-0.44, -6.58, 4.18], [-7.72, 10.83, 3.50], [5.08, 3.36, 0.81], [5.41, 2.08, -5.10], [-0.45, -3.73, -2.33], [5.80, -4.64, 1.57], [-2.01, 0.38, -0.94], [-3.73, -9.62, -6.30], [-8.62, 13.01, 3.53], [5.91, -7.36, 0.98], [-7.20, 10.87, 4.90], [6.02, -3.59, 1.37], [-1.65, -1.26, -1.58], [-1.57, -0.30, 4.03], [1.10, 3.36, 1.60], [-4.56, -0.35, 6.13], [5.52, 2.46, 0.37], [-1.61, -9.25, -0.04], [6.91, -4.30, -2.30], [-1.60, -5.24, 4.38], [-1.29, 10.04, 1.93], [-2.72, 9.11, 4.15], [3.03, -3.44, 0.13], [-2.86, -2.23, -3.35], [2.25, -2.48, -2.65], [-3.28, 9.38, 3.25], [7.68, -0.77, -5.34], [4.20, 1.37, -0.17], [2.65, -3.26, -2.01], [4.17, -4.80, -2.16], [8.52, -0.11, -5.12], [6.15, 2.71, -0.48], [0.19, 3.89, 1.31], [-0.57, 9.82, 2.72], [-2.91, -9.56, -7.54], [6.24, 1.48, -5.46], [0.23, -5.96, 1.41], [-1.14, -5.93, 3.67], [-5.46, 8.33, 5.45], [2.55, 2.06, -1.70], [-5.49, 11.03, 2.68], [-2.55, -9.06, -3.81], [-2.13, -7.79, -1.86], [-1.91, -6.52, 3.17], [5.36, -4.74, 2.56], [-2.90, -1.26, -2.86], [-2.49, -10.11, -2.37], [-3.41, 0.98, 5.80], [-1.72, -7.69, -6.65], [1.55, -4.34, -1.83], [-5.32, 11.17, 9.00], [7.85, -1.75, -4.90], [2.96, -2.66, -0.63], [3.84, -3.89, -2.67], [-7.83, 12.54, 2.95], [3.40, -4.39, -4.00], [5.13, -5.02, 0.80], [-6.88, 13.03, 3.14], [7.46, -7.89, 1.71], [-1.32, -6.75, -2.55], [-6.62, 10.46, 1.41]], "mulliken_charge": [-0.975, 0.419, 0.199, 0.349, 0.217, -0.648, 0.766, 0.351, 0.401, 0.446, -0.922, 0.417, -0.889, -0.978, 0.230, 0.371, 0.308, -0.664, 0.316, 0.325, -0.829, 0.396, -0.330, 0.022, 0.474, 0.493, 0.377, 0.395, -0.019, 1.240, 0.351, -0.390, 0.428, 0.353, 0.314, 0.413, -0.587, 0.252, 0.001, 0.427, 0.318, -0.884, -0.620, 0.367, 0.258, -0.623, -0.888, -0.630, 0.276, 0.396, -0.676, 0.270, -0.276, 0.677, 0.380, 0.315, -0.894, -0.557, 0.276, 0.369, 0.276, 0.404, 0.274, 0.298, 0.320, 0.349, 0.333, -0.139, 0.229, -0.677, 0.250, 0.433, -0.923, 0.384, -0.589, -0.642, 0.342, -1.041, 0.297, 0.290, 0.471, 0.304, -0.910, 0.362, 0.411, 0.342, 0.322, 0.012, -0.746, -1.127, -0.595, 0.327, 0.281, -0.506, 0.292, 0.742, -0.918, 0.288, 0.324, -1.087, 0.409, 0.177, 0.331, 0.294, -0.798, 0.291, 0.315, 0.106, 0.159, -1.066, 0.754, 1.258, 0.408, 0.417, 0.343, -0.597, -0.969, 0.483, -1.089, -0.581, -0.970, 0.172, 0.294, 0.256, 0.244, 0.389, 0.267, 0.489, -1.137, 0.384, 0.373, 0.283, -0.485, 0.341, 0.227, -1.564, -0.280, -0.990, -0.327, 0.086, 0.308, 0.329, -0.531, 0.464], "lumo_ev": 0.20, "multiplicity": 1}

=====

{"formula": "H29O14", "method": "ωB97M-V with the def2-TZVPD basis set", "symbols": ["H", "O", "H", "O", "H", "O", "H", "H", "H", "H", "O", "H", "H", "O", "H", "H", "H", "O", "H", "H", "H", "H", "H", "H", "O", "H", "H", "O", "H", "O", "H", "H", "H", "O", "H", "O", "H", "O", "H", "H", "O", "O", "H"], "coordinates": [[1.08, 2.09, -1.90], [-1.32, -0.33, 2.39], [-3.85, -1.58, -0.64], [0.20, 2.42, -1.89], [4.08, 2.35, -1.50], [1.55, -0.32, 3.98], [4.02, -2.56, -2.11], [-2.28, 0.37, -0.92], [-1.94, -1.31, 2.38], [2.45, -3.63, 2.45], [0.07, -1.53, 0.76], [0.56, 5.17, -1.00], [-2.08, 0.33, 2.04], [2.24, 0.23, 0.28], [3.59, 3.80, -1.59], [-3.03, -2.73, 3.18], [-4.92, -1.50, -1.56], [-4.49, -0.97, -0.92], [1.90, 1.17, 0.08], [1.39, -0.01, 4.86], [2.87, -3.59, -2.22], [-3.34, 1.39, -0.54], [3.23, -2.28, 2.62], [3.23, 0.21, 0.43], [-2.49, 0.94, -0.10], [2.01, 0.26, 3.41], [-0.28, -0.75, 1.70], [3.15, -2.69, -2.39], [0.66, 4.53, 0.51], [2.86, -2.87, 1.93], [-1.50, 1.95, -3.17], [-2.29, 1.49, -4.41], [0.37, -0.97, -0.04], [3.29, 2.92, -1.31], [0.79, -1.30, 1.40], [-3.12, -2.75, 2.18], [-0.53, -1.79, -2.45], [-0.68, -1.41, -1.53], [-1.42, -0.84, -1.66], [-4.18, -2.79, 2.05], [-2.20, 1.42, -3.38], [0.28, 4.49, -0.31], [0.08, 2.95, -1.09]], "nbo_charge": [0.475, -0.952, 0.459, -0.995, 0.480, -0.972, 0.471, 0.466, 0.545, 0.483, -0.833, 0.511, 0.564, -1.002, 0.486, 0.487, 0.471, -0.929, 0.505, 0.495, 0.476, 0.507, 0.476, 0.501, -0.970, 0.479, 0.530, -0.946, 0.484, -0.956, 0.487, 0.479, 0.565, -0.965, 0.505, -0.962, 0.503, -0.951, 0.465, 0.515, -0.967, -0.968, 0.498], "charge": 1, "lumo_ev": -2.65, "multiplicity": 1}

=====

These records have energy relative to the best compared isomer or geometry (same formula, charge and spin) values of 352.0; 505.4; 0.0; 588.7 kJ/mol, in the order they appear.